Density functional theory data (ωB97M-V/def2-TZVPD) for a structure of composition C29H28BrN3OS at a distorted geometry.

```
63
Properties=species:S:1:pos:R:3:lowdin_charge:R:1
Br 2.10700 -8.39811 3.62410 0.74
C 2.04530 -6.56888 3.23257 -0.72
C 1.90019 -5.63944 4.27737 -0.14
C 1.90401 -4.27479 3.99944 -0.13
C 1.86253 -3.83790 2.63843 -0.64
S 1.59114 -2.14364 2.40977 0.75
C 2.03685 -4.77650 1.58354 -0.09
C 2.04132 -6.14180 1.89380 -0.14
H 1.79641 -5.97942 5.30752 0.10
H 1.92114 -3.52265 4.80898 0.11
H 2.13260 -4.42277 0.54837 0.11
H 2.04903 -6.88339 1.09457 0.10
C -2.30691 2.97298 -3.78052 -0.01
N -1.26626 2.47218 -2.89275 -0.04
C 0.04517 2.83054 -3.04523 -0.37
O 0.47239 3.55262 -3.93972 0.09
C 0.82888 2.14933 -1.91256 -0.17
C 1.47659 3.17634 -0.98844 -0.09
C 2.50550 4.04291 -1.68100 -0.24
C 2.35915 5.43405 -1.70545 -0.04
C 3.24159 6.21744 -2.45967 -0.08
C 4.28825 5.60644 -3.16275 -0.09
C 4.47122 4.21914 -3.08625 -0.07
C 3.57762 3.43849 -2.34008 -0.04
N -0.18621 1.30998 -1.26704 0.01
C 0.16351 0.45733 -0.28565 -0.01
C -0.72728 -0.32432 0.44909 -0.09
C -0.47046 -1.36865 1.32096 -0.16
C -1.53250 -1.97098 2.08557 -0.20
C -1.26238 -2.69725 3.26666 -0.05
C -2.22118 -3.44734 3.92016 -0.01
C -3.55225 -3.38814 3.47824 -0.23
C -4.56504 -4.12328 4.19198 -0.18
N -5.37527 -4.75103 4.74019 0.15
C -3.89539 -2.60823 2.36141 -0.03
C -2.90899 -1.91959 1.66775 -0.01
C -1.53819 1.51885 -1.82021 -0.46
C -2.49938 2.17801 -0.80573 0.01
C -2.15215 0.23927 -2.41180 0.01
H -1.85370 3.68505 -4.47842 0.10
H -2.76286 2.15222 -4.36076 0.10
H -3.08588 3.48967 -3.19544 0.09
H 1.60372 1.51722 -2.37957 0.16
H 0.68595 3.80920 -0.55776 0.13
H 1.95010 2.61897 -0.16973 0.12
H 1.53153 5.88161 -1.15173 0.11
H 3.08816 7.29801 -2.50715 0.10
H 4.97535 6.22052 -3.75164 0.10
H 5.29347 3.73979 -3.61941 0.10
H 3.70462 2.35579 -2.27638 0.11
H 1.22610 0.46053 -0.07234 0.14
H -1.76418 -0.09354 0.26931 0.06
H 0.54498 -2.00304 1.05067 -0.01
H -0.26493 -2.65581 3.70601 0.04
H -1.94810 -4.05990 4.78172 0.13
H -4.94090 -2.54205 2.04544 0.12
H -3.20464 -1.36034 0.77653 0.10
H -2.13654 3.19166 -0.56478 0.10
H -3.49733 2.26656 -1.26033 0.09
H -2.57844 1.57839 0.10808 0.07
H -1.55273 -0.07860 -3.27748 0.11
H -2.20464 -0.55835 -1.66341 0.07
H -3.16667 0.45868 -2.76703 0.09
```

For the gap between HOMO and LUMO, the calculation gives 5.0 eV. The LUMO energy comes out at -1.66 eV. As for the net charge: 0. The value obtained for the max |F| is 0.06930 Eh/bohr.